20
Properties=species:S:1:pos:R:3 method="wB97M-V/def2-TZVPD" lumo_energy_ev=0.68 e_above_lowest_ev=3.718 e_homo_ev=-8.59 orbital_gap_ev=9.27
H -0.88 1.25 2.90
N -0.44 0.77 2.17
C 0.69 0.96 1.65
N 1.82 1.78 2.12
N 1.07 0.00 0.71
C 2.15 -0.85 1.11
H 2.77 1.71 1.72
H 1.67 2.12 3.14
H 0.67 0.18 -0.25
H 2.75 -1.21 0.24
H 1.68 -1.72 1.34
H 2.77 -0.53 1.95
C -1.45 -0.01 -2.01
C -2.36 -0.97 -2.77
O -2.23 -1.08 -3.98
O -3.39 -1.61 -2.08
H -1.33 1.08 -2.46
H -0.39 -0.34 -2.37
H -1.34 -0.20 -0.91
H -4.26 -1.35 -2.21


20
Properties=species:S:1:pos:R:3 method="wB97M-V/def2-TZVPD" lumo_energy_ev=0.58 e_above_lowest_ev=2.231 e_homo_ev=-9.74 orbital_gap_ev=10.33
H -0.13 1.72 -1.66
N -0.26 0.72 -1.81
C 0.81 0.10 -1.77
N 2.09 0.69 -1.50
N 1.07 -1.36 -1.46
C -0.10 -2.11 -1.06
H 2.81 0.11 -1.11
H 2.45 1.35 -2.17
H 1.48 -1.85 -2.23
H -0.88 -2.33 -1.81
H -0.58 -1.82 -0.14
H 0.36 -3.05 -0.59
C -0.69 1.50 2.53
C -1.87 0.61 2.24
O -2.69 0.09 2.92
O -1.74 0.12 0.92
H -0.10 1.92 1.74
H -0.10 0.79 3.13
H -0.82 2.12 3.42
H -1.12 0.69 0.42


20
Properties=species:S:1:pos:R:3 method="wB97M-V/def2-TZVPD" lumo_energy_ev=0.81 e_above_lowest_ev=0.936 e_homo_ev=-8.76 smiles="CN=C(N)N.CC(=O)O" orbital_gap_ev=9.56
C 2.06 1.51 1.37
N 0.84 0.91 0.93
C 0.09 0.25 1.72
N -0.91 -0.56 1.18
N 0.44 -0.07 3.04
H 2.51 1.07 2.27
H 1.90 2.57 1.60
H 2.83 1.55 0.58
H -1.24 -0.16 0.30
H -1.63 -0.89 1.80
H 1.03 0.62 3.48
H -0.27 -0.34 3.69
C -0.30 -1.61 -2.89
C -0.82 -0.44 -2.10
O -1.83 -0.42 -1.45
O 0.18 0.44 -1.97
H -0.91 -2.12 -3.65
H 0.10 -2.46 -2.32
H 0.62 -1.29 -3.37
H 0.38 0.93 -1.16


Please write out number 2 again, unchanged.
20
Properties=species:S:1:pos:R:3 method="wB97M-V/def2-TZVPD" lumo_energy_ev=0.58 e_above_lowest_ev=2.231 e_homo_ev=-9.74 orbital_gap_ev=10.33
H -0.13 1.72 -1.66
N -0.26 0.72 -1.81
C 0.81 0.10 -1.77
N 2.09 0.69 -1.50
N 1.07 -1.36 -1.46
C -0.10 -2.11 -1.06
H 2.81 0.11 -1.11
H 2.45 1.35 -2.17
H 1.48 -1.85 -2.23
H -0.88 -2.33 -1.81
H -0.58 -1.82 -0.14
H 0.36 -3.05 -0.59
C -0.69 1.50 2.53
C -1.87 0.61 2.24
O -2.69 0.09 2.92
O -1.74 0.12 0.92
H -0.10 1.92 1.74
H -0.10 0.79 3.13
H -0.82 2.12 3.42
H -1.12 0.69 0.42